Below is C23H44N3O2S5SiTi as an isolated structure, with properties calculated with ωB97M-V/def2-TZVPD.

Geometry as XYZ:
```
79
Properties=species:S:1:pos:R:3:mulliken_charge:R:1
Ti -0.5089 0.3054 -0.6182 0.5389
C 4.9793 0.6253 -1.6636 -0.5171
C 4.0688 -0.3031 -2.4507 -1.1085
S 2.3003 -0.2676 -1.9444 0.2215
C 1.5665 0.8476 -3.1918 -0.7063
C 2.0662 2.2668 -3.0169 -1.0760
S 2.2431 2.6910 -1.2412 0.0370
C 3.5097 3.9995 -1.4337 -0.8040
C 4.9337 3.4630 -1.3483 -0.6478
S 5.3588 2.1785 -2.5689 -0.1439
H 5.9391 0.1378 -1.4938 0.4651
H 4.5367 0.8845 -0.7033 0.2681
H 4.3647 -1.3382 -2.2886 0.3823
H 4.1074 -0.0843 -3.5138 0.4843
H 0.4795 0.7604 -3.0335 0.2384
H 1.8191 0.4666 -4.1841 0.5979
H 1.3842 2.9882 -3.4652 0.6020
H 3.0654 2.3743 -3.4445 0.4780
H 3.3449 4.7000 -0.6184 0.4265
H 3.3250 4.5003 -2.3816 0.3224
H 5.1384 3.0546 -0.3604 0.2897
H 5.6286 4.2797 -1.5479 0.4397
C -2.8073 6.3969 1.7912 -1.1408
Si -2.7564 5.2272 0.2840 0.1998
C -4.5104 4.8722 -0.3806 -1.1071
C -1.5778 5.9614 -1.0133 -1.0543
C -2.1959 3.5370 0.9846 0.2944
C -2.7901 3.1171 2.1895 -0.2386
C -2.5643 1.8428 2.6849 -1.1200
C -1.7277 0.9923 1.9918 0.2672
N -1.1108 1.3630 0.8507 0.2195
C -1.3678 2.6195 0.3630 0.3947
S -0.5688 2.8402 -1.1706 -0.4835
H -2.9678 7.4210 1.4750 0.3661
H -1.8788 6.3725 2.3525 0.3777
H -3.6101 6.1513 2.4774 0.3442
H -4.9826 5.7846 -0.7295 0.3709
H -5.1431 4.4499 0.3956 0.3491
H -4.4928 4.1686 -1.2080 0.3408
H -1.8547 6.9907 -1.2159 0.3762
H -1.6097 5.4217 -1.9532 0.3091
H -0.5505 5.9600 -0.6655 0.3499
H -3.4342 3.7959 2.7208 0.3661
H -3.0357 1.5080 3.5959 0.4332
H -1.5187 -0.0077 2.3491 -0.0019
C 0.0949 -6.2269 -1.1748 -1.0048
C 0.7880 -5.4370 -2.2802 -0.6624
C 1.2711 -4.0509 -1.8461 -0.5837
C 0.1556 -3.0129 -1.6870 0.5166
N -0.6029 -3.2228 -0.4772 -0.0749
C -0.4726 -2.5618 0.6677 0.6002
S 0.6705 -1.3004 0.8730 -0.3535
N -1.2286 -2.9620 1.6939 -0.2615
C -1.0326 -2.6210 3.0882 -0.9609
C -0.1933 -3.6679 3.8243 -0.6729
C -0.7689 -5.0852 3.7849 -0.3320
C -2.1474 -5.2013 4.4307 -1.1827
H -0.0203 -7.2675 -1.4686 0.4238
H -0.9021 -5.8462 -0.9650 0.1979
H 0.6817 -6.1939 -0.2594 0.2614
H 0.1160 -5.3400 -3.1363 0.2896
H 1.6585 -6.0057 -2.6139 0.3761
H 1.9638 -3.6716 -2.5978 0.2969
H 1.8176 -4.1247 -0.9028 0.2628
H -0.5265 -3.0441 -2.5400 0.5846
H 0.5972 -2.0094 -1.6381 -0.9298
H -1.3335 -3.9179 -0.5342 0.3514
H -1.8395 -3.7505 1.5285 0.2636
H -2.0172 -2.5263 3.5498 0.5217
H -0.5077 -1.6652 3.1363 0.4099
H -0.1020 -3.3454 4.8626 0.4478
H 0.8078 -3.6712 3.3878 0.2666
H -0.0762 -5.7374 4.3202 0.3735
H -0.8069 -5.4480 2.7534 0.1418
H -2.1351 -4.7680 5.4272 0.2893
H -2.4277 -6.2474 4.5201 0.3897
H -2.9154 -4.6994 3.8471 0.2906
O -1.6659 -0.8777 -1.1799 -0.3127
O -1.4953 0.1912 -2.0508 -0.2251
```

Output
Electronic energy in Eh: -4347.2380
Total charge: +1
Energy relative to the best compared isomer or geometry (same formula, charge and spin) in kcal/mol: 53.2
Max |F| in eV/A: 3.087


Below is C81H180Cl4N9Pt as an isolated structure, with properties calculated with ωB97M-V/def2-TZVPD.

Geometry as XYZ:
```
275
Properties=species:S:1:pos:R:3:mulliken_charge:R:1
Pt -4.5103 14.0762 19.2001 1.4825
C -4.4211 19.8574 15.4566 -1.4246
C -4.4933 18.8023 14.3230 -0.3574
C -3.5686 17.5930 14.4669 -0.6092
N -4.0272 16.2196 13.7735 0.5245
C -5.3737 15.7124 14.3064 -0.4395
C -5.7587 14.4646 13.5982 0.0296
C -5.9720 14.6688 12.0510 -0.9081
C -4.7159 15.2565 11.4469 -0.8174
C -4.2379 16.5393 12.2105 -0.5581
C -2.8617 15.0814 13.9228 -1.0684
H -3.5559 20.5203 15.4551 0.4759
H -4.5523 19.5008 16.4782 0.0495
H -5.2175 20.5934 15.3457 0.5116
H -4.1875 19.3229 13.4155 0.4226
H -5.4850 18.3757 14.1725 0.2855
H -3.6033 17.3064 15.5180 0.2084
H -2.5497 17.6798 14.0895 0.5961
H -6.2102 16.4033 14.2021 0.2173
H -5.2805 15.4870 15.3687 0.3466
H -6.6756 14.0407 14.0078 -0.1825
H -5.0460 13.6406 13.5625 0.1309
H -6.7068 15.4573 11.8882 0.2969
H -6.2383 13.7462 11.5350 0.4468
H -4.8681 15.3957 10.3766 0.4981
H -3.9468 14.4940 11.5700 0.1977
H -5.0917 17.2160 12.1750 0.4133
H -3.4545 17.1066 11.7079 0.5579
H -2.9511 14.1413 13.3784 0.2094
H -2.8691 14.8490 14.9877 0.3538
H -1.9186 15.5532 13.6472 0.5147
C -1.9904 5.1784 23.6257 -1.3264
C -2.2612 6.0551 22.3707 -0.4852
C -1.4828 7.3900 22.0983 -0.4786
N -2.0965 8.3177 21.0025 0.9057
C -1.6422 7.7593 19.6343 -1.3233
C -1.9941 8.7306 18.4636 0.8980
C -3.5032 8.9883 18.4428 -0.9189
C -4.1308 9.4243 19.8127 0.4659
C -3.6565 8.5712 21.0268 -1.1248
C -1.2762 9.5790 21.2517 -1.3125
H -2.6754 4.3591 23.8438 0.3748
H -2.0574 5.9058 24.4347 0.3283
H -1.0338 4.6559 23.6267 0.3524
H -3.2976 6.3871 22.4320 0.2179
H -2.2261 5.4547 21.4617 0.3619
H -0.4663 7.0666 21.8740 0.4029
H -1.4819 7.9710 23.0206 0.4860
H -1.9096 6.7264 19.4115 0.4336
H -0.5530 7.7469 19.5945 0.3853
H -1.6126 8.2996 17.5380 -0.2644
H -1.4733 9.6873 18.4224 -0.3970
H -3.9851 8.0441 18.1892 0.4536
H -3.6899 9.7972 17.7364 0.3676
H -5.2011 9.2856 19.6601 -0.0996
H -4.0694 10.4859 20.0521 0.0417
H -4.0692 7.5664 20.9369 0.4820
H -3.8107 9.1360 21.9462 0.4634
H -1.3131 10.2548 20.3973 0.3838
H -0.1970 9.4616 21.3498 0.3908
H -1.6426 10.0191 22.1791 0.4450
C -7.2394 9.6059 21.9347 -1.7163
C -8.0653 9.9250 23.1747 1.9807
C -8.8801 8.6991 23.7215 -1.1915
N -9.7015 8.9708 24.9888 0.3616
C -10.4387 7.6710 25.3782 -0.6505
C -9.4692 6.4887 25.9114 -0.7092
C -8.4465 6.9836 27.0011 -0.8457
C -7.8217 8.3229 26.7260 -0.4179
C -8.8078 9.3583 26.1148 -0.0809
C -10.7268 10.0932 24.7350 -0.7624
H -6.5048 8.8310 22.1535 0.4245
H -6.8122 10.5122 21.5055 0.5487
H -7.9400 9.2357 21.1862 0.1989
H -8.7991 10.7002 22.9540 -0.9184
H -7.3248 10.2668 23.8978 0.0324
H -8.2196 7.8730 23.9852 0.3964
H -9.6506 8.4430 22.9943 0.4351
H -11.1472 7.5160 24.5645 0.5067
H -11.1087 7.7159 26.2368 0.4330
H -8.9172 5.9985 25.1095 0.3122
H -10.2068 5.8572 26.4068 0.4158
H -7.7004 6.1894 27.0269 0.3129
H -8.9748 7.0430 27.9526 0.3739
H -7.0659 8.1290 25.9648 0.2578
H -7.3508 8.7353 27.6183 0.1336
H -8.2696 10.2927 25.9559 -0.3042
H -9.4869 9.4950 26.9564 0.7270
H -11.1106 10.0596 23.7154 0.3365
H -10.2682 11.0818 24.7505 0.0724
H -11.4128 10.0065 25.5777 0.5305
C -5.8109 19.5251 22.7844 -1.4520
C -4.4558 20.1461 22.4351 -0.4249
C -4.1988 19.8994 20.9384 -0.7125
N -2.7438 20.2603 20.3917 0.5501
C -2.7414 20.4048 18.7928 -0.5147
C -1.4261 20.9896 18.2181 -0.6440
C -1.1748 22.3702 18.8393 -0.8986
C -1.2422 22.1922 20.4328 -0.9373
C -2.4718 21.6502 20.9562 -0.4568
C -1.7258 19.1624 20.7747 -1.2419
H -5.9508 19.2643 23.8334 0.4743
H -6.0905 18.6412 22.2111 0.2153
H -6.5577 20.3041 22.6310 0.4452
H -3.6143 19.7739 23.0195 0.4961
H -4.6084 21.1951 22.6890 0.2967
H -4.8537 20.5622 20.3727 0.3488
H -4.3049 18.8469 20.6756 0.4566
H -3.6080 21.0167 18.5425 0.4608
H -2.8686 19.4200 18.3433 0.3779
H -1.3243 21.1200 17.1407 0.4268
H -0.5541 20.3629 18.4047 0.1502
H -1.9920 22.9978 18.4838 0.3203
H -0.2572 22.8704 18.5294 0.4654
H -1.1495 23.1745 20.8959 0.4656
H -0.3367 21.6370 20.6775 0.2636
H -3.1978 22.4450 20.7852 0.3711
H -2.3236 21.4795 22.0225 0.4638
H -0.7051 19.4715 20.5498 0.3852
H -1.8266 18.3916 20.0105 0.4197
H -1.8054 18.7199 21.7676 0.3502
C 0.4097 15.8101 17.5864 -1.5846
C 1.2192 16.0171 18.8742 -0.0432
C 0.8418 14.8791 19.7966 -0.4698
N 1.4709 15.0856 21.2626 0.4535
C 1.1475 13.8423 22.1271 -0.7786
C 1.9756 12.5762 21.8183 -0.1121
C 3.3614 12.8244 21.3315 -1.0633
C 3.6808 14.1364 20.5477 -0.4720
C 3.0176 15.3055 21.3051 -0.5964
C 0.8585 16.3919 21.9033 -1.2017
H -0.5535 15.3045 17.6548 0.3626
H 0.9210 15.3254 16.7547 0.2851
H 0.2319 16.8006 17.1674 0.4927
H 0.9749 17.0385 19.1661 0.2468
H 2.2697 15.9948 18.5845 0.2760
H 1.2343 13.9553 19.3715 0.0268
H -0.2380 14.7920 19.9173 0.1870
H 0.0608 13.7679 22.1668 0.4139
H 1.4846 14.1785 23.1076 0.4755
H 1.4175 12.0638 21.0347 -0.0676
H 1.9691 11.9025 22.6752 0.5136
H 3.7229 11.8537 20.9922 0.4174
H 3.9342 12.8249 22.2588 0.4072
H 3.3377 14.0239 19.5192 0.1240
H 4.7496 14.3223 20.4422 0.5359
H 3.1694 16.1228 20.6000 0.2825
H 3.5725 15.4559 22.2312 0.5324
H 1.2321 17.2471 21.3401 0.4854
H 1.2429 16.4728 22.9200 0.5167
H -0.2306 16.3522 21.9251 0.3367
C -0.4113 6.6518 15.3571 -1.3785
C 0.1357 7.9690 14.7513 -0.5722
C 0.2499 9.2115 15.6313 -0.1571
N 1.0604 10.3924 14.9434 0.3461
C 0.3150 10.9065 13.7084 -0.9970
C -0.9139 11.6770 14.1152 -0.6443
C -0.6176 12.7454 15.1687 0.0070
C 0.0649 12.2342 16.4210 2.2053
C 1.3550 11.4378 16.0706 -0.9396
C 2.3697 9.9460 14.3190 -1.0667
H -0.0548 6.4076 16.3578 0.2918
H -0.1726 5.7523 14.7896 0.4001
H -1.4807 6.8510 15.4268 0.3483
H -0.5107 8.2162 13.9092 0.2597
H 1.1084 7.7200 14.3271 0.3919
H 0.8818 8.9983 16.4934 0.3766
H -0.6487 9.6906 16.0200 0.1050
H 0.0374 10.0778 13.0570 0.4883
H 0.9550 11.6697 13.2656 0.4376
H -1.7326 11.0194 14.4074 0.2147
H -1.3211 12.2631 13.2913 0.5126
H -1.6065 13.0234 15.5332 -0.4565
H -0.1120 13.6398 14.8048 0.4145
H -0.5692 11.5004 16.9185 -0.7279
H 0.1935 13.1069 17.0613 -0.9886
H 1.8056 10.9844 16.9536 0.4886
H 2.0454 12.1476 15.6149 0.3754
H 2.2008 9.3095 13.4504 0.4554
H 2.9686 9.4069 15.0530 0.4199
H 3.0317 10.7680 14.0466 0.4055
C -9.5006 16.4885 22.6068 -1.5834
C -10.0881 16.7840 21.2099 0.0775
C -9.0295 17.3768 20.2450 -0.4489
N -9.6879 17.8817 18.9185 0.4462
C -8.9753 19.0743 18.2218 -1.1968
C -7.5502 18.6882 17.7962 -0.1097
C -7.5795 17.5621 16.7584 0.2246
C -8.3179 16.3058 17.3038 0.5222
C -9.7310 16.7077 17.8915 -1.2766
C -11.1461 18.5039 19.0591 -1.1183
H -10.3187 16.1424 23.2384 0.6527
H -9.3078 17.3770 23.2081 0.6519
H -8.7388 15.7186 22.7296 -0.1198
H -11.0407 17.3108 21.2649 0.4744
H -10.3594 15.8329 20.7517 -0.2388
H -8.0988 16.8430 20.0532 0.3242
H -8.8620 18.3696 20.6626 0.1878
H -8.8297 19.9796 18.8112 0.4699
H -9.6194 19.4847 17.4440 0.4729
H -6.9981 18.2089 18.6047 -0.1202
H -7.0591 19.5840 17.4162 0.4523
H -6.5585 17.2426 16.5496 -0.5713
H -7.8291 17.9007 15.7529 0.4921
H -7.7756 15.7906 18.0967 -0.0445
H -8.2175 15.4307 16.6617 0.0987
H -10.2381 15.9447 18.4821 0.5235
H -10.3354 17.1552 17.1025 0.4096
H -11.9170 17.8677 19.4939 0.3057
H -11.4940 18.7793 18.0635 0.4807
H -10.9561 19.3607 19.7056 0.4698
C -6.5275 11.3794 29.0435 -1.4182
C -6.9600 12.6896 28.2937 -0.5180
C -6.0394 13.0679 27.1458 -0.7564
N -6.6751 14.0808 26.1275 0.5745
C -7.2126 15.3238 26.9006 -0.7624
C -7.4656 16.5976 26.0090 -1.4441
C -6.5185 16.8011 24.7863 0.5648
C -6.0064 15.4815 24.0812 0.0198
C -5.5898 14.4224 25.1198 -1.2604
C -7.8309 13.4281 25.3578 -1.1974
H -5.6302 11.6491 29.6004 0.4235
H -6.4084 10.5214 28.3818 0.2147
H -7.3074 10.9768 29.6898 0.4090
H -6.9389 13.4233 29.0996 0.4104
H -8.0099 12.6617 28.0019 0.4217
H -5.5966 12.2625 26.5597 0.4657
H -5.0980 13.4752 27.5146 0.6287
H -6.3703 15.5169 27.5649 0.4645
H -8.0143 14.9439 27.5339 0.5504
H -7.4653 17.5462 26.5460 0.5698
H -8.5122 16.5999 25.7045 0.3409
H -5.7051 17.4637 25.0818 0.4654
H -7.0832 17.3166 24.0094 -0.4058
H -5.1369 15.5609 23.4287 0.8104
H -6.7841 15.1060 23.4162 -0.8384
H -4.7287 14.9027 25.5844 0.4015
H -5.1295 13.5203 24.7168 0.7032
H -8.6397 13.3365 26.0827 0.5492
H -7.5430 12.4336 25.0170 0.4540
H -8.2706 14.0861 24.6083 0.0717
C -10.1141 12.8109 21.8610 -0.1890
C -10.5683 11.9512 20.6643 -0.2452
C -10.2582 12.5501 19.2967 -0.2320
N -10.4530 11.6188 18.1139 0.4118
C -10.0490 12.4224 16.8512 -0.9751
C -8.5124 12.5741 16.6952 1.3367
C -7.7964 11.2566 16.7433 -1.4273
C -8.0278 10.5645 18.0404 0.6423
C -9.5669 10.2823 18.2087 -1.2144
C -11.9661 11.1925 18.0177 -0.9753
H -10.0317 12.1742 22.7418 -0.7643
H -10.9456 13.4498 22.1585 0.6620
H -9.1729 13.2724 21.5623 -0.1665
H -11.6469 11.8455 20.7812 0.5576
H -10.0041 11.0187 20.6776 -0.0880
H -9.1711 12.6281 19.3031 -0.7726
H -10.8467 13.4636 19.2117 0.5460
H -10.6892 13.2969 16.7346 0.5105
H -10.3419 11.7642 16.0331 0.4114
H -8.2106 13.2290 17.5126 -0.3822
H -8.1202 13.0635 15.8036 -0.2472
H -6.7246 11.3686 16.5799 0.2964
H -8.0618 10.6325 15.8899 0.5103
H -7.7237 11.3103 18.7749 -0.2300
H -7.4764 9.6383 18.2023 0.4779
H -9.8121 9.6775 19.0818 0.4492
H -10.0665 9.6641 17.4629 0.5387
H -12.5842 12.0894 17.9772 0.3740
H -12.3119 10.5725 18.8448 0.3426
H -12.0686 10.6186 17.0967 0.4668
Cl -2.7861 13.6282 20.8669 -0.6831
Cl -4.2338 12.6697 17.1026 -0.5601
Cl -4.0531 16.5018 18.3992 -0.7277
Cl -6.7193 13.7079 20.2190 -0.9032
```

Output
<S²>: 2.0045
Electronic energy in Eh: -5644.2960
2S+1: 3
Total charge: +7
Max |F| in eV/A: 4.166


Question: The highest max |F| belongs to which entry?
Answer: C81H180Cl4N9Pt